C64H64AsCsN2O6S | the ωB97M-V functional and the def2-TZVPD basis

* molecular weight: 1197.12 g/mol
* E: -154897.0143 eV
* energy above the lowest of the compared OMol25 structures with the same formula, charge and spin: 0.383 eV
* HOMO energy: -2.397 eV

The geometry in ORCA input format:
```
! RIJCOSX wB97M-V def2-TZVPD def2/J DEFGRID3
* xyz -2 1
Cs -0.141 0.240 0.168
C -3.033 -2.916 1.194
C -1.715 -3.276 0.576
C -0.623 -3.565 1.394
C 0.617 -3.888 0.868
C 1.772 -4.249 1.754
C 0.768 -3.878 -0.518
C -0.294 -3.578 -1.356
C -0.117 -3.504 -2.845
C -1.538 -3.303 -0.796
H -2.922 -2.029 1.817
H -3.408 -3.735 1.815
H -3.780 -2.680 0.436
H -0.756 -3.516 2.470
H 1.440 -4.432 2.775
H 2.505 -3.444 1.768
H 2.270 -5.151 1.392
H 1.738 -4.099 -0.948
H -0.026 -2.465 -3.170
H -0.975 -3.930 -3.367
H 0.780 -4.034 -3.168
H -2.377 -3.081 -1.440
O 2.898 -1.107 1.205
S 3.148 -0.182 2.301
O 4.294 0.698 2.120
N 1.809 0.501 2.680
C 1.732 1.479 3.637
C 2.726 1.852 4.516
C 2.509 2.838 5.499
C 1.310 3.475 5.626
C 0.260 3.139 4.733
C -1.010 3.766 4.781
C -1.977 3.415 3.888
C -1.672 2.424 2.925
N -0.514 1.828 2.861
C 0.460 2.158 3.746
C 3.597 -1.237 3.680
C 4.927 -1.512 3.956
C 5.250 -2.368 4.999
C 4.249 -2.945 5.766
C 2.919 -2.658 5.492
C 2.592 -1.805 4.448
H 3.706 1.401 4.446
H 3.329 3.087 6.164
H 1.145 4.233 6.382
H -1.192 4.523 5.536
H -2.960 3.866 3.894
H -2.404 2.110 2.188
H 5.694 -1.039 3.361
H 6.289 -2.585 5.215
H 4.504 -3.611 6.580
H 2.132 -3.095 6.094
H 1.564 -1.563 4.221
C -6.040 1.977 -3.528
C -5.070 2.960 -2.881
C -5.433 4.412 -3.151
O -5.024 2.756 -1.486
C -3.755 2.201 -1.089
C -2.999 1.993 -2.413
O -3.774 2.732 -3.371
C -1.518 2.470 -2.531
O -0.696 1.613 -1.904
C -1.112 2.487 -4.025
C -1.589 1.539 -4.927
C -1.078 1.445 -6.211
C -0.071 2.302 -6.635
C 0.420 3.247 -5.748
C -0.095 3.331 -4.462
C -1.454 3.896 -1.949
C -1.987 5.010 -2.593
C -1.995 6.255 -1.982
C -1.476 6.410 -0.702
C -0.939 5.308 -0.053
C -0.920 4.070 -0.678
C -3.988 0.965 -0.158
O -2.801 0.492 0.280
C -4.787 1.401 1.088
C -5.101 2.712 1.420
C -5.661 3.022 2.657
C -5.928 2.026 3.577
C -5.631 0.706 3.251
C -5.066 0.406 2.027
C -4.800 -0.087 -0.931
C -4.103 -1.021 -1.687
C -4.772 -1.973 -2.442
C -6.160 -2.022 -2.433
C -6.867 -1.108 -1.664
C -6.190 -0.144 -0.930
H -7.033 2.048 -3.082
H -5.676 0.959 -3.402
H -6.112 2.196 -4.595
H -6.460 4.608 -2.842
H -5.337 4.639 -4.214
H -4.757 5.053 -2.587
H -3.224 2.941 -0.478
H -2.982 0.932 -2.677
H -2.373 0.859 -4.629
H -1.473 0.697 -6.890
H 0.330 2.227 -7.639
H 1.216 3.918 -6.050
H 0.310 4.061 -3.773
H -2.405 4.894 -3.585
H -2.413 7.107 -2.508
H -1.489 7.379 -0.218
H -0.534 5.405 0.947
H -0.499 3.208 -0.179
H -4.920 3.507 0.714
H -5.882 4.056 2.897
H -6.359 2.269 4.542
H -5.828 -0.089 3.960
H -4.799 -0.613 1.783
H -3.025 -0.980 -1.645
H -4.209 -2.686 -3.034
H -6.683 -2.773 -3.013
H -7.950 -1.137 -1.645
H -6.745 0.579 -0.348
C 2.655 0.884 -3.966
As 2.323 0.433 -2.087
C 3.155 -1.355 -2.156
C 3.853 1.464 -1.299
C 5.209 1.010 -1.701
C 5.862 1.521 -2.822
C 7.108 1.045 -3.202
C 7.730 0.048 -2.465
C 7.092 -0.462 -1.341
C 5.848 0.012 -0.962
H 3.675 0.626 -4.256
H 2.470 1.946 -4.121
H 1.945 0.337 -4.588
H 4.127 -1.342 -2.652
H 2.474 -1.993 -2.721
H 3.255 -1.745 -1.147
H 3.746 1.414 -0.213
H 3.661 2.496 -1.612
H 5.382 2.302 -3.398
H 7.595 1.458 -4.078
H 8.704 -0.324 -2.758
H 7.567 -1.238 -0.752
H 5.351 -0.378 -0.083
*
```

C64H69BaIN4O3PS2Te | the ωB97M-V functional and the def2-TZVPD basis

* molecular weight: 1429.22 g/mol
* E: -126630.0886 eV
* energy above the lowest of the compared OMol25 structures with the same formula, charge and spin: 2.354 eV
* HOMO energy: -9.421 eV

The geometry in ORCA input format:
```
! RIJCOSX wB97M-V def2-TZVPD def2/J DEFGRID3
* xyz 1 1
Ba -0.707 -0.626 -0.470
C -0.058 -0.511 6.817
C 1.134 -1.166 6.104
C 2.313 -0.181 6.073
C 1.557 -2.398 6.904
C 0.738 -1.516 4.673
C 0.354 -0.506 3.798
C 0.028 -0.799 2.487
N -0.487 0.222 1.635
C -0.639 1.656 1.763
C -0.157 2.451 2.875
C -0.978 3.348 3.455
C -2.308 3.498 2.958
C -2.843 2.881 1.866
C -2.005 1.959 1.161
O -2.330 1.313 0.153
C -4.250 3.145 1.334
C -4.135 3.896 -0.001
C -5.004 1.819 1.116
C -5.052 4.001 2.315
C -0.480 4.201 4.626
C -1.512 5.220 5.111
C 0.782 4.962 4.189
C -0.135 3.266 5.794
C 0.021 -2.141 1.967
O -0.207 -2.357 0.718
C 0.396 -3.159 2.871
C 0.748 -2.804 4.173
C 0.505 -4.647 2.502
C -0.007 -5.027 1.107
C -0.301 -5.481 3.510
C 1.987 -5.047 2.578
H 0.220 -0.222 7.832
H -0.900 -1.202 6.876
H -0.392 0.385 6.295
H 2.644 0.047 7.088
H 2.038 0.759 5.594
H 3.156 -0.603 5.523
H 1.836 -2.096 7.914
H 2.420 -2.893 6.456
H 0.746 -3.122 6.988
H 0.287 0.515 4.139
H 0.879 2.329 3.160
H -2.937 4.185 3.503
H -3.583 3.313 -0.738
H -3.633 4.856 0.133
H -5.132 4.087 -0.400
H -4.686 1.324 0.202
H -6.073 2.020 1.043
H -4.853 1.134 1.953
H -4.608 4.988 2.455
H -5.145 3.517 3.289
H -6.056 4.151 1.920
H -1.793 5.924 4.325
H -1.080 5.797 5.928
H -2.415 4.742 5.494
H 0.575 5.598 3.327
H 1.592 4.283 3.923
H 1.133 5.595 5.004
H -1.003 2.675 6.092
H 0.192 3.847 6.657
H 0.670 2.580 5.529
H 1.051 -3.601 4.836
H -1.041 -4.722 0.953
H 0.051 -6.114 1.011
H 0.590 -4.579 0.316
H -1.358 -5.213 3.471
H 0.043 -5.351 4.536
H -0.211 -6.541 3.266
H 2.584 -4.429 1.903
H 2.111 -6.091 2.283
H 2.389 -4.929 3.585
C 2.841 -2.989 -2.520
C 1.569 -3.750 -2.484
N 0.393 -3.233 -2.290
C -0.585 -4.191 -2.408
C -0.128 -5.451 -2.676
S 1.572 -5.449 -2.802
C -2.008 -3.926 -2.227
C -2.986 -4.756 -2.704
S -4.519 -4.253 -2.142
C -3.769 -2.937 -1.316
N -2.478 -2.877 -1.477
C -4.551 -1.976 -0.493
H 2.734 -2.067 -1.956
H 3.082 -2.713 -3.550
H 3.669 -3.572 -2.118
H -0.697 -6.360 -2.757
H -2.877 -5.622 -3.332
H -5.183 -2.502 0.223
H -5.191 -1.349 -1.115
H -3.868 -1.331 0.063
I -2.906 0.119 -2.842
C -2.944 1.556 -4.398
C -4.161 2.170 -4.499
C -4.446 3.087 -5.514
C -3.492 3.341 -6.452
C -2.226 2.719 -6.381
C -1.309 2.992 -7.420
C -0.076 2.415 -7.430
C 0.285 1.595 -6.356
C -0.548 1.313 -5.292
P 0.324 0.339 -3.952
C 1.863 1.311 -3.899
C 3.088 0.686 -3.700
C 4.255 1.425 -3.615
C 4.208 2.810 -3.668
C 2.986 3.448 -3.812
C 1.822 2.706 -3.937
C 0.749 -1.127 -4.960
C -0.254 -2.089 -5.079
C -0.051 -3.230 -5.838
C 1.165 -3.433 -6.478
C 2.164 -2.476 -6.372
C 1.956 -1.327 -5.622
C -1.883 1.831 -5.305
H -4.937 1.923 -3.786
H -5.419 3.555 -5.556
H -3.682 4.016 -7.276
H -1.619 3.659 -8.214
H 0.626 2.598 -8.232
H 1.287 1.187 -6.354
H 3.143 -0.395 -3.649
H 5.201 0.916 -3.500
H 5.120 3.389 -3.596
H 2.938 4.528 -3.851
H 0.880 3.217 -4.086
H -1.200 -1.948 -4.567
H -0.841 -3.966 -5.922
H 1.330 -4.327 -7.063
H 3.109 -2.619 -6.879
H 2.746 -0.582 -5.566
O 1.630 1.188 1.002
N 0.274 1.135 0.760
Te 2.246 -0.638 0.253
C 4.156 0.044 0.040
C 4.435 1.388 0.171
C 5.752 1.810 0.078
C 6.764 0.895 -0.179
C 6.461 -0.454 -0.311
C 5.151 -0.886 -0.178
H 3.643 2.104 0.345
H 5.984 2.862 0.189
H 7.788 1.230 -0.266
H 7.247 -1.174 -0.494
H 4.926 -1.946 -0.230
*
```

C64H75Cl3F2N8O5 | the ωB97M-V functional and the def2-TZVPD basis

* structure (SMILES): C#Cc1c(CCCF)cc(Cl)c2c1C(=O)c1c(c(CCCCCCCCOC)c(C[C@H](O)CN)c(CC(=O)F)c1/C(Cl)=C(/C)Cl)C2=O.c1cc[nH]c1.c1cc[nH]c1.c1cc[nH]c1.c1cc[nH]c1.c1cc[nH]c1.c1cc[nH]c1.c1cc[nH]c1
* molecular weight: 1180.71 g/mol
* E: -132739.5106 eV
* HOMO energy: -8.169 eV

The geometry in ORCA input format:
```
! RIJCOSX wB97M-V def2-TZVPD def2/J DEFGRID3
* xyz 0 1
C 2.122 2.866 -1.582
C 2.610 1.861 -1.119
C 3.052 0.640 -0.415
C 4.265 0.704 0.322
C 5.169 1.946 0.407
C 6.502 1.583 -0.401
C 7.706 1.230 0.517
F 8.852 1.957 0.127
C 4.680 -0.449 1.029
C 3.936 -1.651 0.977
Cl 4.579 -3.001 1.914
C 2.745 -1.752 0.215
C 2.312 -0.567 -0.462
C 1.005 -0.703 -1.260
O 0.802 -0.005 -2.223
C -0.024 -1.770 -0.842
C 0.416 -2.958 -0.166
C -0.481 -3.993 0.208
C -0.014 -5.266 0.918
C 0.010 -5.046 2.492
C 1.457 -5.049 3.073
C 1.493 -5.408 4.605
C 2.854 -4.823 5.166
C 3.751 -5.934 5.849
C 5.243 -5.524 5.626
C 6.227 -6.761 5.627
O 7.444 -6.434 6.300
C 8.426 -5.965 5.392
C -1.876 -3.834 -0.096
C -2.913 -4.922 0.234
C -3.229 -5.901 -0.963
O -3.359 -7.253 -0.484
C -2.167 -5.956 -2.086
N -0.919 -6.643 -1.692
C -2.353 -2.652 -0.748
C -3.838 -2.433 -1.111
C -4.073 -2.663 -2.631
O -5.096 -2.373 -3.164
F -3.107 -3.238 -3.412
C -1.407 -1.633 -1.110
C -1.981 -0.408 -1.815
Cl -2.839 0.768 -0.772
C -1.907 -0.169 -3.129
C -2.552 1.083 -3.765
Cl -1.066 -1.283 -4.197
C 1.926 -3.053 0.094
O 2.509 -4.106 0.174
H 1.587 3.518 -2.266
H 5.499 2.164 1.438
H 4.730 2.814 -0.115
H 6.740 2.361 -1.156
H 6.287 0.668 -0.997
H 7.987 0.161 0.384
H 7.505 1.362 1.600
H 5.606 -0.402 1.628
H -0.752 -6.075 0.755
H 0.940 -5.669 0.540
H -0.536 -5.898 2.960
H -0.561 -4.134 2.777
H 2.076 -5.820 2.568
H 1.891 -4.038 2.909
H 0.639 -4.957 5.156
H 1.415 -6.508 4.745
H 3.428 -4.406 4.315
H 2.632 -3.985 5.858
H 3.532 -6.945 5.448
H 3.530 -5.865 6.937
H 5.409 -4.991 4.666
H 5.579 -4.841 6.434
H 6.447 -7.006 4.562
H 5.731 -7.606 6.147
H 8.017 -5.162 4.735
H 8.852 -6.781 4.770
H 9.261 -5.508 5.960
H -2.588 -5.552 1.089
H -3.887 -4.493 0.558
H -4.218 -5.663 -1.426
H -4.197 -7.353 -0.015
H -1.911 -4.978 -2.529
H -2.616 -6.556 -2.916
H -0.152 -6.269 -2.250
H -0.973 -7.629 -1.933
H -4.528 -3.122 -0.595
H -4.152 -1.403 -0.871
H -2.731 0.835 -4.830
H -1.944 1.994 -3.631
H -3.562 1.178 -3.313
C -3.940 5.009 -5.299
C -5.050 4.568 -6.070
C -5.898 3.905 -5.221
N -5.342 3.925 -3.970
C -4.153 4.599 -4.008
H -3.085 5.563 -5.652
H -5.208 4.721 -7.126
H -6.844 3.423 -5.397
H -5.746 3.509 -3.150
H -3.562 4.727 -3.115
C -6.496 9.880 -4.702
C -5.576 9.795 -3.627
C -5.002 8.551 -3.682
N -5.542 7.882 -4.743
C -6.449 8.684 -5.373
H -7.121 10.723 -4.955
H -5.358 10.559 -2.897
H -4.258 8.083 -3.058
H -5.304 6.941 -5.016
H -6.983 8.336 -6.242
C 1.181 -8.835 9.789
C 1.552 -8.232 8.558
C 1.069 -6.951 8.570
N 0.417 -6.757 9.757
C 0.485 -7.899 10.507
H 1.400 -9.840 10.110
H 2.111 -8.688 7.756
H 1.132 -6.162 7.837
H -0.041 -5.907 10.035
H 0.032 -7.947 11.484
C 8.207 4.995 -2.485
C 9.227 4.148 -1.974
C 10.346 4.355 -2.737
N 10.040 5.291 -3.690
C 8.740 5.688 -3.540
H 7.197 5.086 -2.118
H 9.148 3.467 -1.143
H 11.330 3.919 -2.686
H 10.673 5.632 -4.391
H 8.309 6.427 -4.195
C -3.083 -3.042 7.348
C -3.701 -2.511 6.185
C -2.731 -2.393 5.225
N -1.550 -2.827 5.763
C -1.758 -3.229 7.055
H -3.557 -3.262 8.291
H -4.740 -2.246 6.068
H -2.778 -2.038 4.209
H -0.668 -2.849 5.284
H -0.946 -3.611 7.651
C 0.105 8.656 -0.927
C 0.027 7.487 -1.728
C -1.079 7.613 -2.526
N -1.675 8.810 -2.235
C -0.957 9.453 -1.266
H 0.855 8.886 -0.187
H 0.706 6.650 -1.719
H -1.494 6.956 -3.274
H -2.511 9.162 -2.669
H -1.263 10.420 -0.901
C -9.661 8.991 -9.799
C -10.253 10.281 -9.818
C -9.900 10.908 -8.653
N -9.122 10.047 -7.928
C -8.968 8.878 -8.623
H -9.735 8.233 -10.562
H -10.867 10.700 -10.598
H -10.136 11.890 -8.277
H -8.725 10.243 -7.027
H -8.380 8.069 -8.221
*
```

Question: Which of these has the highest molecular weight?
Answer: C64H69BaIN4O3PS2Te

Question: What is the formula in the third record?
Answer: C64H75Cl3F2N8O5

Question: The highest HOMO energy belongs to which entry?
Answer: C64H64AsCsN2O6S

Question: Look up the molecular weight of the first one.
Answer: 1197.12 g/mol